#one
DFT (ωB97M-V/def2-TZVPD) results for C21H21NO6 in the gas phase.

Last column: Mulliken charge in e.
Atoms and positions in Å:
C1 -1.9467 -3.2301 1.4423  -0.387
O1 -2.8320 -2.4796 2.2425  -0.452
C2 -2.3785 -1.3261 2.7930  0.668
C3 -3.3075 -0.5870 3.5309  -0.564
C4 -2.9450 0.6101 4.1141  -0.654
C5 -1.6636 1.1124 3.9579  -0.605
C6 -0.7312 0.3756 3.2367  0.200
C7 0.6540 0.8355 3.0072  0.486
O2 1.6068 0.0989 2.9793  -0.537
C8 0.8358 2.3414 2.7335  -0.748
O3 1.6868 2.5052 1.5996  -0.306
C9 1.3040 1.8199 0.5308  0.599
O4 0.3010 1.1532 0.4864  -0.670
C10 2.2463 2.0015 -0.6542  -0.203
C11 3.7104 1.8537 -0.2554  -1.695
N1 1.8453 1.0623 -1.6838  0.210
C12 1.9465 -0.3140 -1.5558  -0.046
O5 2.4863 -0.8862 -0.6497  -0.601
C13 1.2723 -0.9350 -2.7613  0.233
C14 0.6979 0.2426 -3.5519  -0.065
C15 1.1036 1.4724 -2.7765  0.060
O6 0.8551 2.6226 -3.0264  -0.660
C16 -0.8364 -0.0090 -3.4870  0.133
C17 -1.0517 -1.2468 -4.3238  -0.762
C18 -0.5485 -2.2752 -3.6529  -0.836
C19 0.0076 -1.7420 -2.3553  -0.181
C20 -0.9805 -0.6024 -2.0802  -0.735
C21 -1.0804 -0.8488 2.6719  -0.209
H1 -1.5780 -2.6406 0.5973  -0.075
H2 -2.5285 -4.0727 1.0718  0.279
H3 -1.0982 -3.6025 2.0240  0.357
H4 -4.3091 -0.9750 3.6286  0.457
H5 -3.6725 1.1647 4.6876  0.372
H6 -1.3864 2.0475 4.4202  0.464
H7 -0.1259 2.8244 2.5415  0.391
H8 1.3571 2.8218 3.5634  0.342
H9 2.0607 3.0013 -1.0726  0.456
H10 3.9604 2.6104 0.4819  0.442
H11 3.8826 0.8696 0.1722  0.387
H12 4.3451 1.9802 -1.1292  0.424
H13 1.9856 -1.5581 -3.3023  0.498
H14 1.0390 0.3256 -4.5847  0.471
H15 -1.4326 0.8641 -3.7352  0.657
H16 -1.4827 -1.2388 -5.3075  0.451
H17 -0.4745 -3.3012 -3.9614  0.476
H18 0.1912 -2.4632 -1.5638  0.644
H19 -0.6801 0.0628 -1.2730  -0.033
H20 -1.9897 -0.9663 -1.8924  0.404
H21 -0.3208 -1.3793 2.1214  0.462

Computed properties:
HOMO-LUMO gap in eV: 9.23
E_HOMO in eV: -8.77
SMILES string: COc1cccc(C(=O)COC(=O)[C@@H](C)N2C(=O)[C@@H]3[C@H](C2=O)[C@H]2C=C[C@@H]3C2)c1


#two
DFT (ωB97M-V/def2-TZVPD) results for C21H21NO6 in the gas phase.

Last column: Mulliken charge in e.
Atoms and positions in Å:
C1 4.6932 0.6905 -0.1466  -0.670
O1 3.6699 1.0809 -1.0545  -0.430
C2 2.4748 0.3816 -0.8659  -0.168
O2 2.5128 -1.0284 -1.1781  -0.498
C3 1.5627 -1.7796 -0.5563  0.736
C4 1.4189 -1.7594 0.8882  -0.240
C5 0.5093 -2.5558 1.5213  -0.526
C6 -0.2057 -3.4924 0.9214  -0.600
C7 -0.1079 -3.5653 -0.4919  -0.430
C8 0.7001 -2.6429 -1.2295  0.787
C9 0.7919 -2.7115 -2.7005  -0.123
O3 1.0244 -3.8851 -3.0462  -0.598
C10 0.3979 -1.7379 -3.8219  -0.573
C11 -1.0727 -1.3878 -3.8901  -1.046
C12 -1.7124 -0.8829 -2.5643  0.652
C13 -2.8025 -1.3953 -1.9663  -0.839
O4 -3.0093 -0.7559 -0.6798  -0.387
C14 -1.8983 0.0582 -0.7064  -0.173
C15 -1.5124 0.9778 0.4347  0.320
C16 -1.8450 0.6687 1.7407  -0.425
C17 -1.6878 1.5585 2.8243  -0.844
C18 -1.1636 2.8059 2.5220  0.589
O5 -1.0136 3.7911 3.4806  -0.431
C19 -1.9241 3.8898 4.5848  -0.891
C20 -0.7033 3.0991 1.2390  0.306
O6 -0.3443 4.3594 0.8891  -0.589
C21 -0.8035 2.2171 0.2477  -0.076
N1 -1.1445 0.0915 -1.7868  -0.203
H1 5.0260 -0.3440 -0.3075  0.261
H2 4.2498 0.7200 0.9106  0.231
H3 5.4036 1.5594 -0.0497  0.311
H4 1.7656 1.0753 -1.4143  0.150
H5 2.1410 0.5305 0.1929  0.268
H6 2.0038 -1.1079 1.4749  0.652
H7 0.3844 -2.4004 2.6366  0.276
H8 -0.7365 -4.2891 1.5391  0.327
H9 -0.7252 -4.3898 -0.9953  0.294
H10 1.0384 -0.9135 -3.5959  0.317
H11 0.8428 -2.0529 -4.8266  0.351
H12 -1.2805 -0.6229 -4.5857  0.461
H13 -1.6104 -2.2304 -4.2967  0.404
H14 -3.2905 -2.2665 -2.3448  0.461
H15 -2.2428 -0.3306 1.7528  0.559
H16 -1.9322 1.3443 3.9270  0.337
H17 -2.1292 4.9722 4.7874  0.255
H18 -1.3148 3.5645 5.4800  0.309
H19 -2.9000 3.4100 4.5541  0.406
H20 -0.8796 5.1059 1.3563  0.343
H21 -0.6190 2.5760 -0.8038  0.400

Computed properties:
HOMO-LUMO gap in eV: 8.76
E_HOMO in eV: -8.32
SMILES string: COCOc1ccccc1C(=O)CCc1coc(-c2ccc(OC)c(O)c2)n1


Stability summary: most stable #one, least stable #two.